# C10H11NO5Sc

A structure of composition C10H11NO5Sc (ωB97M-V/def2-TZVPD, OMol25).

Computed properties:
net charge = +3

```
28
Properties=species:S:1:pos:R:3:forces:R:3
O 0.0670 -3.2609 -2.8826 -0.3 7.1 -0.7
C -0.0093 -2.0960 -2.9909 0.6 -9.2 0.7
Sc -0.5431 0.0302 -3.0591 -1.0 -0.1 2.7
O -2.6283 0.0331 -6.0153 4.0 0.0 4.7
C -1.8948 0.0274 -5.1158 -4.1 0.0 -4.8
C 1.9886 0.0429 -3.2382 3.1 0.0 -0.7
O 3.1142 0.0385 -3.3918 -3.3 0.0 0.5
C -0.0190 2.1629 -2.9079 0.7 9.4 0.7
O 0.0705 3.3294 -2.8028 -0.4 -7.4 -0.6
O -1.0954 -0.1047 -1.0625 0.6 0.5 -4.6
C -0.6298 -0.3254 0.1213 -1.2 -0.6 2.8
C 0.8363 -0.4825 0.3655 0.3 0.2 0.0
C 1.3867 0.6148 1.2926 0.1 0.3 0.9
C 1.0026 0.4184 2.7790 -0.1 0.1 0.1
C -0.4983 0.4761 3.1178 0.2 -0.1 -0.1
C -1.3281 -0.6601 2.4925 0.5 0.5 0.8
N -1.5555 -0.4127 1.0690 1.7 -0.2 -1.8
H 1.0457 -1.4828 0.7693 -0.1 0.1 0.1
H 1.3863 -0.4209 -0.5872 -0.3 -0.1 0.0
H 2.4872 0.6135 1.2577 -0.4 -0.1 -0.2
H 1.0649 1.6141 0.9493 0.0 -0.3 0.0
H 1.4014 -0.5508 3.1271 0.0 0.4 -0.1
H 1.4939 1.2147 3.3640 0.0 -0.4 -0.3
H -0.6010 0.3777 4.2088 0.0 0.1 -0.3
H -0.9220 1.4518 2.8264 0.0 -0.3 0.2
H -0.8128 -1.6232 2.6272 -0.3 0.2 -0.1
H -2.3068 -0.6898 2.9689 0.0 -0.2 -0.1
H -2.5011 -0.3357 0.7181 -0.3 0.1 0.2
```
Positions in Å, forces in eV/Å.


# C15H18N4O4

A structure of composition C15H18N4O4 (ωB97M-V/def2-TZVPD, OMol25).

Computed properties:
net charge = 0
energy above the lowest of the compared OMol25 structures with the same formula, charge and spin = 8.1551 eV

```
41
Properties=species:S:1:pos:R:3:forces:R:3
C 0.2042 -1.7660 0.8251 -1.3 -2.9 4.1
C 0.9646 -2.2067 -0.3900 -0.4 -0.2 -5.1
C -1.2460 -2.4539 0.5336 1.0 -0.2 -2.0
C -2.1023 -1.4311 -0.3015 1.4 1.5 7.2
C -2.2585 -1.3320 -1.5657 -1.0 -2.7 -5.1
C -2.6323 -0.0945 0.2260 -0.4 -1.0 -3.1
C -3.2685 0.5728 -0.9118 -2.5 -0.6 1.2
C -2.7059 0.5744 1.3897 0.6 1.4 5.2
C -4.3480 1.5570 -0.7282 3.3 -0.5 -0.8
C -3.4561 1.7630 1.4618 1.2 -0.2 0.7
C -4.2133 2.2712 0.4360 -0.7 -0.9 0.7
C 2.8222 -0.5261 -0.5935 -1.0 0.3 -0.4
C 2.9062 -0.8819 0.9423 2.1 1.8 -1.4
C 2.4696 0.9776 -1.0562 3.7 0.2 5.2
C 3.8069 1.8527 -0.9489 0.0 1.0 1.1
H 0.0829 -0.3636 2.2737 -1.2 0.3 3.1
H -0.2271 0.3014 0.7189 1.2 -1.8 2.1
H 0.5363 -2.3925 1.8835 -0.6 1.2 -3.6
H -1.4878 -2.8293 1.5840 -1.0 0.6 -1.8
H -0.8503 -3.3932 -0.4250 -1.5 2.5 3.7
H -2.0032 -2.1942 -2.2524 -0.3 1.5 0.4
H -3.0556 -0.0500 -3.0708 -0.4 -0.4 4.0
H -2.1682 0.2786 2.4391 -1.4 0.3 -2.9
H -5.0072 1.8861 -1.5047 -0.1 -0.1 -0.5
H -3.5286 2.4124 2.3257 0.6 -0.6 0.5
H -4.7927 3.0809 0.8319 -0.7 0.6 -1.0
H 2.1109 -1.7073 -1.9739 1.7 -3.3 -5.1
H 3.8321 -0.9413 -0.9362 -1.1 1.1 0.1
H 2.1120 1.0460 -2.0066 -1.0 -0.3 -2.6
H 1.7535 1.4129 -0.2941 0.6 -0.6 -1.1
H 4.4194 3.6603 0.0200 -1.4 -1.2 -0.8
H 2.7712 3.3534 0.4747 1.8 -1.5 -2.2
H 4.1944 -0.0596 2.2387 0.7 -0.9 2.2
N 0.3148 -0.4132 1.3584 0.0 1.5 -6.8
N -3.0893 -0.2957 -1.9635 0.9 0.6 -4.8
N 1.7610 -1.3118 -1.2330 -2.4 1.3 8.1
N 3.5546 3.1056 -0.2444 0.9 0.3 1.1
O 0.5502 -3.2068 -1.0433 2.3 1.4 1.1
O 2.5822 -1.9318 1.4108 1.7 0.9 0.5
O 4.9301 1.5453 -1.3748 -3.0 0.8 0.9
O 3.7617 0.1308 1.4444 -2.5 -0.8 -2.3
```
Positions in Å, forces in eV/Å.


# C15H28OSb

A structure of composition C15H28OSb (ωB97M-V/def2-TZVPD, OMol25).

Computed properties:
net charge = -1

```
45
Properties=species:S:1:pos:R:3:forces:R:3
C -3.3310 1.6608 -1.8649 -0.4 0.4 0.2
C -2.9799 2.6123 -0.5994 0.6 -0.7 -1.0
O -2.0906 1.8733 0.2666 -0.3 1.2 0.3
C -1.6133 2.6660 1.3732 -0.4 0.5 0.9
C -0.3695 3.6147 1.0386 0.0 0.0 -0.9
C 0.8803 2.8290 0.3269 -1.2 0.7 0.9
C 0.7656 3.1252 -1.2422 1.6 0.2 -0.2
C 1.5512 2.1091 -2.2023 -0.3 1.2 -0.9
Sb 0.8819 -0.0224 -2.0489 0.4 0.5 -0.1
C 0.2716 -2.1211 -1.6918 -0.5 -2.0 0.4
C 0.6292 -2.7293 -0.2668 0.5 -2.4 2.8
C 1.2007 -1.9907 0.9543 -0.3 -2.6 0.7
C 1.5591 -2.6840 2.3210 -2.0 -2.8 -3.6
C 1.2778 -4.2023 2.4676 -0.3 1.9 -1.9
C 1.6400 -4.8886 3.8790 -0.5 0.8 -0.9
C 0.6530 -4.9867 1.2699 0.7 3.3 -0.5
C 0.3610 -4.2717 -0.0649 1.4 1.6 3.2
H -2.6926 0.7172 -1.9050 -0.6 1.5 0.3
H -4.4286 1.3324 -1.8503 1.5 0.5 0.0
H -3.1557 2.2584 -2.8211 -0.2 -0.9 1.2
H -3.9079 2.9357 -0.0179 1.1 -0.3 -0.8
H -2.4152 3.5188 -1.0049 -0.9 -0.9 0.6
H -1.3813 1.9441 2.2351 -0.1 0.9 -1.4
H -2.5151 3.3061 1.7258 1.4 -0.7 -0.3
H -0.7484 4.3857 0.2616 0.6 -1.0 1.3
H -0.0152 4.2270 1.9440 -0.7 -1.1 -1.1
H 0.7989 1.7322 0.6232 0.1 1.3 -0.7
H 1.8336 3.2338 0.8227 -1.2 -0.5 -1.1
H 1.2468 4.1678 -1.4109 -0.9 -1.3 0.4
H -0.3239 3.2333 -1.5611 1.4 -0.5 0.5
H 1.3110 2.4240 -3.2924 0.4 -0.4 1.6
H 2.6917 2.1545 -2.1046 -1.5 0.0 0.2
H 1.9996 -0.4947 -3.3519 0.1 0.0 -0.1
H -0.3382 0.2127 -3.3233 -0.3 0.0 0.0
H -0.2364 0.4568 -0.7921 -0.1 -0.1 0.1
H 2.2150 -0.2699 -0.9408 0.2 0.0 0.4
H 0.7681 -2.7725 -2.5127 -0.7 0.9 1.4
H -0.8682 -2.2719 -1.8339 1.7 0.4 0.2
H 1.3897 -0.8737 0.9077 -0.3 -1.7 -0.2
H 2.0103 -2.0967 3.1809 -0.7 -0.8 -1.3
H 2.0836 -4.0789 4.5724 -0.6 -1.4 -1.1
H 2.4041 -5.7159 3.7072 -1.1 1.0 0.4
H 0.6733 -5.2700 4.3726 1.6 0.3 -0.7
H 0.4030 -6.1064 1.3615 0.5 2.0 0.0
H -0.0895 -4.8836 -0.9076 0.7 1.0 1.1
```
Positions in Å, forces in eV/Å.


These records have E_HOMO values of -20.2, -7.9, -3.6 eV, in the order they appear.
These records have frontier orbital gap values of 5.50, 8.36, 6.73 eV, in the order they appear.